# C11H18N2O2

An isolated molecule of C11H18N2O2 (wB97M-V/def2-TZVPD, the OMol25 dataset).

The value obtained for the HOMO energy is -8.80 eV. Its SMILES is CN(C)CC#CCOCCOCCC#N. The calculation puts the HOMO-LUMO gap at 9.6 eV. As for the maximum force: 0.015 Eh/bohr. The energy above the lowest of the compared OMol25 structures with the same formula, charge and spin comes out at 532.1 kJ/mol.

Each line ends with the Löwdin charge.
Geometry (Å):
C 3.3075 3.0688 1.4569  -0.11
N 3.2325 1.8639 2.2568  -0.28
C 1.8682 1.5590 2.6346  -0.11
H 1.8602 0.6680 3.2617  0.09
H 1.4708 2.3930 3.2122  0.08
H 1.2110 1.3871 1.7689  0.08
C 3.8933 0.7345 1.6183  -0.22
C 3.2660 0.3144 0.3712  -0.01
C 2.6923 0.0720 -0.6547  0.01
C 1.9276 -0.2695 -1.8461  -0.22
H 2.1542 -1.3096 -2.1362  0.13
O 0.5321 -0.0992 -1.6739  -0.13
C -0.0266 -0.9688 -0.7210  -0.20
C -1.5171 -0.6668 -0.6222  -0.18
O -2.0648 -1.5074 0.3713  -0.14
C -3.4085 -1.2575 0.6821  -0.22
C -4.4004 -1.8074 -0.3679  -0.14
C -4.5469 -0.9346 -1.5033  -0.26
N -4.6801 -0.2302 -2.3942  0.16
H -5.3834 -1.9265 0.0948  0.12
H -4.0500 -2.7850 -0.7101  0.13
H -3.5828 -0.1814 0.8300  0.13
H -3.5806 -1.7790 1.6278  0.13
H -1.6583 0.3899 -0.3546  0.14
H -1.9904 -0.8365 -1.5980  0.12
H 0.1186 -2.0186 -1.0192  0.14
H 0.4409 -0.8278 0.2642  0.12
H 2.1988 0.3996 -2.6688  0.13
H 3.8891 -0.1035 2.3241  0.12
H 4.9339 1.0143 1.4228  0.12
H 2.8929 3.8961 2.0317  0.08
H 4.3519 3.2881 1.2375  0.08
H 2.7573 2.9883 0.5079  0.08

Cartesian forces (eV/Å) of the 3 atoms listed first:
0.001 0.014 0.000
0.098 -0.040 0.066
0.014 0.011 0.032